(1)
57
Properties=species:S:1:pos:R:3 method="wB97M-V/def2-TZVPD" largest_force_ev_per_a=1.37 homo_lumo_gap_ev=10.0 total_energy_ha=-1842.00107
N -4.276 2.609 -1.327
C -3.352 3.376 -1.718
C -1.992 2.886 -2.191
O -2.195 2.007 -3.313
C -1.051 1.291 -3.562
O -0.089 1.774 -4.074
N -1.102 -0.077 -3.183
C -2.459 -0.607 -2.967
O -2.424 -1.986 -2.797
O -2.297 -2.535 -4.108
C -0.162 -0.357 -2.136
C 1.185 -0.472 -2.445
C 2.126 -0.753 -1.477
N 1.797 -0.953 -0.192
C 0.509 -0.821 0.095
C -0.507 -0.525 -0.798
H -3.981 1.632 -1.383
H -3.552 4.445 -1.705
H -1.384 3.737 -2.505
H -1.480 2.379 -1.369
H -3.051 -0.370 -3.851
H -2.956 -0.219 -2.078
H -1.978 -3.424 -3.889
H 1.499 -0.323 -3.471
H 3.168 -0.827 -1.764
H 0.236 -0.959 1.134
H -1.529 -0.453 -0.456
C -1.403 -4.078 1.086
C -0.003 -4.450 0.641
O -0.238 -5.011 -0.660
C -1.401 -4.514 -1.129
O -1.804 -4.662 -2.241
O -2.060 -3.838 -0.166
H -1.442 -3.190 1.711
H -1.912 -4.898 1.594
H 0.646 -3.581 0.536
H 0.476 -5.183 1.285
C -0.952 2.219 3.378
C 0.018 1.825 4.473
O -0.208 0.411 4.581
C -0.714 -0.027 3.412
O -0.835 -1.173 3.107
O -1.047 1.011 2.611
H -0.593 3.034 2.756
H -1.943 2.465 3.763
H 1.059 1.996 4.191
H -0.181 2.312 5.423
C 4.407 1.686 0.765
C 5.407 1.352 1.851
O 5.113 2.342 2.845
C 3.834 2.750 2.672
O 3.225 3.422 3.442
O 3.335 2.275 1.509
H 4.043 0.815 0.226
H 4.790 2.422 0.056
H 5.239 0.364 2.282
H 6.441 1.430 1.526

=====

(2)
8
Properties=species:S:1:pos:R:3 method="wB97M-V/def2-TZVPD" e_above_lowest_kj_mol=634.5 largest_force_ev_per_a=4.05 homo_lumo_gap_ev="7.6 / 7.2" total_energy_ha=-154.47879
C 2.058 0.040 -0.221
C 1.327 1.045 -0.170
C -1.530 -0.623 0.288
C 0.653 2.067 0.264
H 2.024 -0.971 -0.557
H -2.546 -0.596 0.236
H -1.085 0.250 0.640
H -0.900 -1.213 -0.479

=====

(3)
64
Properties=species:S:1:pos:R:3 method="wB97M-V/def2-TZVPD" e_above_lowest_kj_mol=21.2 largest_force_ev_per_a=1.45 homo_lumo_gap_ev=8.5 total_energy_ha=-1524.98204 smiles="Cn1c(=O)c2c(nc(CN3CCN(CCO)CC3)n2Cc2cccc3ccccc23)n(C)c1=O"
C -1.715 -6.133 -0.096
N -1.015 -4.858 -0.116
C 0.341 -4.879 0.188
O 0.918 -5.910 0.464
N 1.002 -3.669 0.165
C 0.320 -2.537 -0.150
C -1.032 -2.550 -0.448
N -1.357 -1.238 -0.717
C -0.219 -0.522 -0.562
N 0.810 -1.281 -0.223
C -0.182 0.963 -0.771
N 1.101 1.606 -0.643
C 2.082 1.155 -1.615
C 3.318 2.045 -1.530
N 3.884 1.951 -0.198
C 2.903 2.410 0.769
C 1.662 1.526 0.695
H 0.915 1.884 1.407
H 1.936 0.493 0.952
H 3.329 2.349 1.772
H 2.614 3.457 0.572
C 5.174 2.607 -0.059
H 5.086 3.684 0.153
C 5.967 1.909 1.053
O 5.976 0.521 0.851
H 5.090 0.297 0.528
H 5.533 2.146 2.036
H 7.007 2.246 1.049
H 5.719 2.483 -0.998
H 4.059 1.705 -2.256
H 3.032 3.083 -1.774
H 1.645 1.235 -2.614
H 2.376 0.111 -1.434
H -0.869 1.430 -0.054
H -0.567 1.178 -1.776
C -2.678 -0.750 -1.036
C -3.214 0.116 0.082
C -3.182 -0.406 1.352
C -3.624 0.327 2.459
C -4.104 1.594 2.287
C -4.169 2.167 1.001
C -4.676 3.472 0.820
C -4.750 4.033 -0.423
C -4.319 3.305 -1.540
C -3.822 2.040 -1.399
C -3.723 1.425 -0.130
H -3.511 1.506 -2.284
H -4.385 3.751 -2.522
H -5.141 5.031 -0.554
H -5.010 4.017 1.691
H -4.445 2.175 3.131
H -3.581 -0.118 3.442
H -2.809 -1.409 1.503
H -3.317 -1.630 -1.161
H -2.631 -0.212 -1.984
C -1.800 -3.753 -0.454
O -2.986 -3.872 -0.707
C 2.416 -3.605 0.466
H 2.580 -2.949 1.321
H 2.755 -4.613 0.693
H 2.957 -3.208 -0.392
H -2.601 -6.045 0.531
H -1.039 -6.888 0.295
H -2.030 -6.396 -1.107

=====

(4)
13
Properties=species:S:1:pos:R:3 method="wB97M-V/def2-TZVPD" e_above_lowest_kj_mol=331.1 largest_force_ev_per_a=4.73 homo_lumo_gap_ev=9.4 total_energy_ha=-452.81214 smiles="O=[N+]([O-])c1ccccn1"
C -0.900 -0.209 0.014
C -0.214 1.045 0.032
C 1.174 1.049 -0.055
C 1.847 -0.162 -0.033
C 1.039 -1.320 0.049
H -0.755 1.957 0.067
H 1.637 2.016 -0.058
H 2.909 -0.349 -0.070
H 1.523 -2.304 0.102
N -2.293 -0.140 -0.040
N -0.288 -1.359 0.003
O -2.791 0.983 0.036
O -2.889 -1.208 -0.047

=====

(5)
17
Properties=species:S:1:pos:R:3 method="wB97M-V/def2-TZVPD" e_above_lowest_kj_mol=210.4 largest_force_ev_per_a=0.48 homo_lumo_gap_ev=10.4 total_energy_ha=-346.94531 smiles="C=C1CCOC1.O"
O 1.971 -0.624 1.991
C 1.509 -0.530 -0.689
C 0.236 -0.183 -0.522
C -0.314 1.195 -0.231
C -1.766 0.884 0.144
O -2.104 -0.276 -0.597
C -0.959 -1.104 -0.681
H 2.427 0.189 1.750
H 2.315 0.197 -0.625
H 1.809 -1.559 -0.866
H 1.196 -0.612 1.410
H 0.222 1.731 0.561
H -0.270 1.798 -1.143
H -2.470 1.671 -0.137
H -1.861 0.700 1.227
H -0.950 -1.575 -1.669
H -0.990 -1.903 0.077

=====

(6)
81
Properties=species:S:1:pos:R:3 method="wB97M-V/def2-TZVPD" e_above_lowest_kj_mol=654.3 largest_force_ev_per_a=5.35 homo_lumo_gap_ev=2.8 total_charge=-1 total_energy_ha=-2207.04143
N 19.176 -6.857 26.354
H 19.493 -7.206 25.461
H 18.991 -7.649 26.952
H 18.305 -6.355 26.255
H 19.820 -6.268 26.861
C 18.995 -12.775 31.337
C 19.145 -12.293 29.939
C 19.691 -13.307 28.902
O 18.182 -11.464 29.408
H 18.259 -13.577 31.401
H 18.709 -11.992 32.040
H 19.998 -13.048 31.662
H 19.970 -11.596 30.088
H 18.984 -14.124 28.760
H 20.680 -13.681 29.168
H 19.927 -12.872 27.932
B 13.849 -5.538 25.866
F 14.945 -4.692 26.114
F 13.666 -6.396 26.967
F 12.828 -4.637 25.683
F 14.136 -6.242 24.736
C 9.476 -11.909 23.706
C 10.523 -10.760 23.485
O 11.721 -11.308 22.959
C 12.650 -11.726 23.807
O 12.661 -11.780 25.070
O 13.638 -12.127 23.007
C 14.900 -12.425 23.595
H 8.899 -12.262 22.851
H 8.790 -11.592 24.491
H 9.984 -12.769 24.144
H 10.663 -10.223 24.423
H 10.106 -9.979 22.849
H 14.828 -13.261 24.292
H 15.278 -11.568 24.152
H 15.683 -12.572 22.851
C 21.353 1.866 29.852
C 21.133 0.458 29.415
O 21.175 -0.412 30.509
C 21.204 -1.781 30.270
O 21.388 -2.327 29.211
O 21.035 -2.368 31.475
C 21.202 -3.785 31.529
H 22.175 1.931 30.564
H 20.494 2.290 30.371
H 21.467 2.657 29.111
H 21.984 0.250 28.767
H 20.211 0.339 28.846
H 20.811 -4.135 32.484
H 22.215 -4.123 31.313
H 20.517 -4.215 30.797
C 28.301 -5.666 29.133
C 26.994 -6.013 28.438
O 27.340 -7.207 27.680
C 26.353 -7.872 27.007
O 25.196 -7.506 27.025
O 26.931 -9.029 26.540
C 26.046 -10.086 26.197
H 28.593 -6.415 29.869
H 28.069 -4.777 29.719
H 29.080 -5.517 28.386
H 26.599 -5.234 27.787
H 26.239 -6.205 29.200
H 25.106 -9.703 25.800
H 25.873 -10.525 27.179
H 26.467 -10.761 25.451
C 22.242 -9.189 17.293
C 22.599 -9.154 18.728
O 22.936 -7.833 19.133
C 22.304 -7.210 20.143
O 21.486 -7.722 20.981
O 22.760 -5.926 20.060
C 22.367 -4.943 20.946
H 22.991 -8.569 16.800
H 21.257 -8.764 17.099
H 22.262 -10.194 16.870
H 23.407 -9.875 18.846
H 21.721 -9.445 19.304
H 21.456 -5.322 21.409
H 22.174 -4.105 20.275
H 23.101 -4.726 21.722

=====

(7)
30
Properties=species:S:1:pos:R:3 method="wB97M-V/def2-TZVPD" largest_force_ev_per_a=1.21 homo_lumo_gap_ev=7.0 total_charge=-1 total_energy_ha=-1466.38093 smiles="CCN(CC)c1ccc(SS(=O)(=O)[O-])cc1"
C -2.237 -0.111 1.913
H -2.603 -0.315 2.917
H -3.079 0.169 1.283
H -1.795 -1.017 1.508
C -1.190 1.007 1.952
N -0.616 1.318 0.663
C 0.073 0.331 -0.046
C 0.700 -0.726 0.625
C 1.414 -1.695 -0.049
C 1.543 -1.634 -1.429
C 0.927 -0.596 -2.112
C 0.198 0.364 -1.436
H -0.266 1.145 -2.020
H 1.021 -0.546 -3.187
S 2.469 -2.850 -2.297
S 3.960 -2.984 -0.762
O 3.383 -3.860 0.245
O 4.148 -1.609 -0.342
O 5.085 -3.562 -1.470
H 1.889 -2.495 0.494
H 0.650 -0.796 1.700
C -1.111 2.493 -0.004
H -0.380 2.790 -0.759
C -2.491 2.336 -0.657
H -2.733 3.223 -1.239
H -3.261 2.201 0.099
H -2.498 1.471 -1.315
H -1.161 3.304 0.734
H -1.648 1.921 2.341
H -0.393 0.723 2.648

=====

(8)
13
Properties=species:S:1:pos:R:3 method="wB97M-V/def2-TZVPD" e_above_lowest_kj_mol=100.6 largest_force_ev_per_a=0.33 homo_lumo_gap_ev=9.1 total_energy_ha=-340.75659 smiles=COc1c[nH]cn1
C 2.283 0.291 -0.349
O 1.288 -0.679 -0.633
C 0.038 -0.319 -0.267
C -0.939 -1.187 0.138
N -2.041 -0.379 0.357
C -1.664 0.896 0.092
N -0.409 0.972 -0.291
H 2.086 1.229 -0.874
H 3.229 -0.137 -0.684
H 2.331 0.489 0.729
H -0.943 -2.259 0.269
H -2.948 -0.682 0.675
H -2.344 1.732 0.185